a) This record from the Open Molecules 2025 dataset describes a 7-piece molecular cluster, H14O7 overall. The level of theory is the ωB97M-V functional and the def2-TZVPD basis.

Atoms and positions in Å:
O 0.247 -1.005 2.031
O 1.768 -1.096 -2.126
O 0.105 1.957 -0.372
O 2.106 0.295 0.113
O -1.619 1.086 1.600
O -1.784 -1.289 0.460
O -0.659 -0.218 -1.774
H 0.976 -0.734 1.386
H -1.146 -0.587 -0.970
H 2.137 -0.579 -2.908
H -0.320 0.704 -1.478
H 2.143 -0.083 -0.874
H 0.827 1.462 0.167
H -0.648 1.848 0.265
H 3.002 0.731 0.224
H 0.779 -0.888 -2.114
H -1.984 0.325 1.113
H -2.312 1.791 1.834
H -2.366 -2.117 0.233
H -0.214 -0.074 2.093
H -1.039 -1.531 1.095

For the frontier orbital gap, the calculation gives 0.406 hartree. Its structure (SMILES) is O.O.O.O.O.O.O. The spin multiplicity is 1.


b) This record from the Open Molecules 2025 dataset describes a 7-piece molecular cluster, H14O7 overall. The level of theory is the ωB97M-V functional and the def2-TZVPD basis.

Atoms and positions in Å:
O -0.792 0.649 -0.046
O 1.423 -0.073 1.709
O -0.736 -1.308 -2.244
O 1.415 -3.107 -1.399
O 1.040 3.474 0.163
O -2.360 2.980 0.462
O 0.122 -2.441 2.809
H -1.626 -1.665 -2.135
H 1.126 4.248 -0.400
H 0.228 3.040 -0.127
H -2.657 3.100 -0.444
H 0.669 -2.532 -1.629
H -0.614 0.076 -0.803
H 0.356 -1.582 2.422
H 1.783 0.511 2.386
H -0.453 -2.865 2.166
H 2.175 -0.581 1.380
H -1.930 2.112 0.463
H -0.719 -0.915 -3.124
H 1.668 -3.533 -2.222
H -0.119 0.412 0.611

For the frontier orbital gap, the calculation gives 0.395 hartree. Its structure (SMILES) is O.O.O.O.O.O.O. The spin multiplicity is 1.


c) This record from the Open Molecules 2025 dataset describes a 7-piece molecular cluster, H14O7 overall. The level of theory is the ωB97M-V functional and the def2-TZVPD basis.

Atoms and positions in Å:
O -2.220 0.370 -0.576
O 1.157 -4.226 2.906
O 0.136 3.320 0.147
O 1.510 0.536 -2.314
O -4.469 -0.722 -0.858
O 4.432 -0.179 -0.883
O -0.031 0.564 0.934
H 0.617 -3.629 2.376
H -2.435 0.064 0.312
H 0.064 2.407 0.449
H 1.549 -4.824 2.260
H -4.871 0.074 -0.494
H 3.956 0.442 -1.446
H 0.184 3.833 0.961
H 1.055 1.385 -2.298
H -2.168 1.328 -0.488
H 0.797 -0.113 -2.281
H -0.518 0.542 1.765
H 3.898 -0.981 -0.916
H -3.522 -0.578 -0.748
H 0.881 0.388 1.192

For the frontier orbital gap, the calculation gives 0.391 hartree. Its structure (SMILES) is O.O.O.O.O.O.O. The spin multiplicity is 1.


Most stable: a). Least stable: c).


a) This record from the Open Molecules 2025 dataset describes a 7-piece molecular cluster, H14O7 overall. The level of theory is the ωB97M-V functional and the def2-TZVPD basis.

Atoms and positions in Å:
O 2.039 -0.019 -2.757
O -1.450 0.639 -0.460
O -0.548 -0.013 2.473
O 2.958 0.881 -0.266
O -2.671 -2.049 -1.082
O 2.057 4.051 -1.684
O -2.570 -3.110 2.854
H -2.165 -3.556 3.621
H 2.927 0.965 0.667
H 1.936 0.658 -2.119
H -0.559 -0.402 1.658
H -3.201 -2.823 -0.980
H 2.914 -0.054 -0.480
H -2.434 0.755 -0.330
H 0.220 -0.409 2.970
H 1.380 3.722 -1.125
H 1.101 -0.202 -3.152
H -1.836 -2.805 2.205
H -1.729 -2.259 -0.859
H 2.606 4.764 -1.225
H -0.976 1.264 0.072

For the frontier orbital gap, the calculation gives 0.409 hartree. Its structure (SMILES) is O.O.O.O.O.O.O. The spin multiplicity is 1.


b) This record from the Open Molecules 2025 dataset describes a 7-piece molecular cluster, H14O7 overall. The level of theory is the ωB97M-V functional and the def2-TZVPD basis.

Atoms and positions in Å:
O -0.591 2.393 -0.664
O -1.263 0.032 -1.583
O -0.229 -1.122 1.548
O 2.788 -0.273 -0.378
O -2.752 -0.673 0.513
O 1.219 1.228 1.014
O 0.619 -1.669 -1.105
H -1.249 2.831 -0.144
H 0.110 2.162 0.000
H 1.578 1.658 1.802
H 1.981 0.838 0.464
H -0.123 -1.012 -1.267
H -0.955 0.963 -1.426
H -1.912 -0.933 0.991
H 2.037 -0.723 -0.828
H 0.543 -2.393 -1.732
H -1.974 -0.018 -0.907
H 3.168 -0.968 0.145
H 0.217 -0.257 1.385
H 0.194 -1.664 0.846
H -3.404 -0.401 1.327

For the frontier orbital gap, the calculation gives 0.416 hartree. Its structure (SMILES) is O.O.O.O.O.O.O. The spin multiplicity is 1.


c) This record from the Open Molecules 2025 dataset describes a 7-piece molecular cluster, H14O7 overall. The level of theory is the ωB97M-V functional and the def2-TZVPD basis.

Atoms and positions in Å:
O 1.901 0.935 1.561
O 0.234 2.097 -0.631
O 1.360 -0.608 -1.166
O -2.434 1.041 -0.404
O 4.020 -0.962 0.192
O -1.030 -1.463 -0.081
O -4.010 -0.747 0.627
H -2.623 1.224 0.535
H -4.161 -1.676 0.828
H 0.706 1.792 0.189
H 1.262 0.337 1.934
H -1.507 -2.220 0.252
H -4.187 -0.585 -0.287
H -1.709 -0.864 -0.234
H 4.846 -0.801 -0.222
H 0.843 1.731 -1.252
H 2.441 0.259 0.995
H 0.732 -0.858 -0.516
H 1.161 -1.233 -1.918
H 3.464 -0.860 -0.563
H -1.602 1.412 -0.527

For the frontier orbital gap, the calculation gives 0.417 hartree. Its structure (SMILES) is O.O.O.O.O.O.O. The spin multiplicity is 1.


d) This record from the Open Molecules 2025 dataset describes a 7-piece molecular cluster, H14O7 overall. The level of theory is the ωB97M-V functional and the def2-TZVPD basis.

Atoms and positions in Å:
O -0.290 3.568 2.225
O 4.631 2.942 -2.592
O -1.767 1.555 0.540
O 4.840 -0.283 -2.546
O -1.829 -1.786 -1.510
O -4.809 -1.585 4.078
O -1.045 -4.918 -0.149
H 4.395 0.568 -2.696
H 5.309 2.924 -1.892
H -2.158 -0.870 -1.195
H -4.131 -1.961 3.510
H -0.386 -4.341 0.329
H -1.612 2.177 1.293
H -0.380 4.356 2.762
H -1.658 0.812 1.159
H 4.518 3.907 -2.463
H -1.457 -1.536 -2.360
H 5.399 -0.294 -3.323
H 0.070 3.787 1.360
H -4.392 -0.702 4.227
H -1.386 -4.184 -0.690

For the frontier orbital gap, the calculation gives 0.412 hartree. Its structure (SMILES) is O.O.O.O.O.O.O. The spin multiplicity is 1.


Most stable: b). Least stable: a).


a) This record from the Open Molecules 2025 dataset describes a 7-piece molecular cluster, H14O7 overall. The level of theory is the ωB97M-V functional and the def2-TZVPD basis.

Atoms and positions in Å:
O 3.004 3.219 0.447
O 3.884 -0.505 -2.667
O -2.943 -0.619 -0.696
O -2.825 1.060 1.417
O -1.139 -4.521 3.086
O 1.328 -0.938 -0.036
O -1.265 1.409 -1.439
H 0.596 -0.677 -0.607
H 3.854 3.629 0.250
H -3.689 1.199 1.013
H -2.657 -0.620 0.224
H -3.160 0.303 -0.874
H -1.886 -4.223 3.617
H 3.573 -1.416 -2.706
H 1.391 -0.223 0.607
H -0.782 0.743 -1.941
H -0.702 -3.706 2.816
H 3.744 -0.171 -3.561
H -2.822 1.654 2.176
H -0.605 2.085 -1.250
H 3.099 2.316 0.125

For the frontier orbital gap, the calculation gives 0.405 hartree. Its structure (SMILES) is O.O.O.O.O.O.O. The spin multiplicity is 1.


b) This record from the Open Molecules 2025 dataset describes a 7-piece molecular cluster, H14O7 overall. The level of theory is the ωB97M-V functional and the def2-TZVPD basis.

Atoms and positions in Å:
O -0.638 2.671 -1.771
O 1.660 -1.202 1.512
O -1.076 0.733 2.434
O -3.477 -0.551 -0.393
O 2.259 0.561 -2.311
O 0.011 0.324 -0.454
O 1.020 -2.476 -0.270
H 2.601 1.396 -2.421
H -0.873 0.434 -0.545
H 0.472 -0.102 0.459
H 0.339 -2.835 0.334
H -0.211 2.050 -1.154
H -0.356 1.551 2.381
H 1.447 0.438 -1.799
H 1.800 -2.167 1.389
H 1.738 -0.851 2.519
H -0.397 -0.040 2.362
H -3.500 -0.203 0.412
H 1.159 -1.654 0.166
H -0.042 3.230 -2.415
H -3.933 -1.307 -0.432

For the frontier orbital gap, the calculation gives 0.377 hartree. Its structure (SMILES) is O.O.O.O.O.O.O. The spin multiplicity is 1.


c) This record from the Open Molecules 2025 dataset describes H14O7 as an isolated structure. The level of theory is the ωB97M-V functional and the def2-TZVPD basis.

Atoms and positions in Å:
O -4.907 -8.412 -3.644
O -2.595 -11.683 -2.586
O -2.564 -9.101 -0.145
O -2.335 -10.816 -4.454
O -3.851 -6.120 -0.826
O -1.208 -9.708 -1.754
O -3.248 -9.236 -2.473
H -3.179 -9.801 0.073
H -3.794 -5.890 0.101
H -1.746 -11.679 -2.143
H -5.666 -8.975 -3.490
H -0.588 -9.031 -1.485
H -0.688 -10.312 -2.286
H -3.298 -8.810 -1.617
H -4.179 -8.870 -3.226
H -2.481 -11.087 -3.327
H -2.335 -9.513 -2.550
H -2.175 -9.373 -0.977
H -2.106 -9.886 -4.474
H -3.583 -7.039 -0.862
H -2.200 -11.115 -5.353

For the frontier orbital gap, the calculation gives 0.328 hartree. The spin multiplicity is 1.


d) This record from the Open Molecules 2025 dataset describes H14O7 as an isolated structure. The level of theory is the ωB97M-V functional and the def2-TZVPD basis.

Atoms and positions in Å:
O -2.430 11.714 -6.515
O 1.397 10.780 -6.528
O -1.702 10.903 -3.500
O -2.558 13.094 -3.164
O -0.727 11.564 -5.307
O 0.987 11.671 -4.123
O -0.099 9.736 -5.999
H 1.075 11.188 -7.332
H -3.224 11.560 -6.003
H 0.629 10.344 -6.157
H -0.548 9.199 -6.652
H -1.788 12.020 -5.875
H -2.551 10.630 -3.848
H -2.169 12.254 -3.406
H -1.239 10.083 -3.329
H -0.659 10.505 -5.896
H -1.269 11.314 -4.559
H 0.137 11.732 -4.932
H 1.310 10.988 -3.536
H -1.856 13.731 -3.298
H 1.761 12.194 -4.332

For the frontier orbital gap, the calculation gives 0.301 hartree. The spin multiplicity is 1.


Most stable: a). Least stable: d).


a) This record from the Open Molecules 2025 dataset describes a 7-piece molecular cluster, H14O7 overall. The level of theory is the ωB97M-V functional and the def2-TZVPD basis.

Atoms and positions in Å:
O -0.123 -0.782 1.980
O 0.663 1.738 0.649
O 2.855 0.558 -0.636
O -1.685 1.576 -0.649
O -1.022 -0.745 -1.596
O 1.466 -1.706 -0.277
O -2.279 -0.599 0.327
H -1.499 -0.468 0.904
H 2.174 1.069 -0.281
H 0.766 2.639 0.989
H -0.216 -1.268 -1.211
H -1.227 0.942 -1.348
H 0.423 0.118 2.027
H -1.752 -1.240 -1.105
H 2.245 -2.392 -0.355
H -2.946 -0.984 0.979
H -2.518 1.006 -0.339
H 0.361 -1.308 1.283
H 1.963 -0.898 -0.368
H -0.329 1.654 0.394
H 3.543 0.815 0.043

For the frontier orbital gap, the calculation gives 0.387 hartree. Its structure (SMILES) is O.O.O.O.O.O.O. The spin multiplicity is 1.


b) This record from the Open Molecules 2025 dataset describes a 7-piece molecular cluster, H14O7 overall. The level of theory is the ωB97M-V functional and the def2-TZVPD basis.

Atoms and positions in Å:
O -2.974 2.823 -1.726
O -3.302 -2.807 0.199
O 1.453 -2.375 1.514
O 5.021 1.146 -0.828
O 0.338 -1.666 -1.352
O -0.994 2.745 2.812
O 0.310 0.304 -0.067
H 0.410 -2.618 -1.219
H -0.612 -1.505 -1.378
H -2.500 2.031 -2.001
H 4.125 0.962 -0.526
H -2.679 -2.072 0.203
H 2.311 -2.600 1.138
H -4.153 -2.395 0.384
H 5.583 0.748 -0.155
H -0.438 -0.250 -0.317
H 0.951 -2.033 0.765
H 0.468 0.849 -0.845
H -0.317 3.151 2.259
H -0.537 2.016 3.246
H -2.464 3.546 -2.107

For the frontier orbital gap, the calculation gives 0.399 hartree. Its structure (SMILES) is O.O.O.O.O.O.O. The spin multiplicity is 1.


c) This record from the Open Molecules 2025 dataset describes H14O7 as an isolated structure. The level of theory is the ωB97M-V functional and the def2-TZVPD basis.

Atoms and positions in Å:
O -0.704 0.111 -2.455
O -0.090 -0.383 0.231
O -1.817 0.166 2.523
O -1.768 -1.439 0.715
O 1.355 0.377 2.474
O 0.502 1.639 0.485
O 1.196 -0.826 -2.248
H 1.908 -1.057 -1.651
H 0.130 1.776 -0.387
H 1.331 1.195 1.977
H -2.019 -1.841 -0.118
H -1.779 -0.699 2.116
H -0.926 -0.504 -3.153
H -1.372 0.744 1.903
H 1.756 -0.255 1.877
H 0.107 0.515 0.496
H 1.636 -0.467 -3.019
H -0.951 -0.980 0.523
H 0.224 -0.047 -2.281
H 0.257 -0.452 -0.659
H 1.021 2.425 0.651

For the frontier orbital gap, the calculation gives 0.304 hartree. The spin multiplicity is 1.


Most stable: a). Least stable: c).